Entry i
A cluster of 2 separate species, C2H8NS in total. Source: the Open Molecules 2025 dataset; level of theory: ωB97M-V/def2-TZVPD.

XYZ file:
```
12
Properties=species:S:1:pos:R:3:lowdin_charge:R:1
S -2.30 -2.55 -1.05 -0.317
H -1.96 -3.01 0.17 -0.472
C 0.24 -0.34 -0.59 -0.176
C 0.92 0.70 0.27 -0.364
N -0.01 1.72 0.82 -0.031
H -0.54 -0.90 -0.09 -0.036
H 0.99 -1.05 -0.97 0.065
H -0.15 0.06 -1.51 0.056
H 1.64 1.32 -0.31 0.099
H 1.42 0.20 1.11 0.084
H 0.40 2.63 0.75 0.034
H -0.65 1.21 1.39 0.056
```

## Properties
LUMO level = 3.7 eV
net charge = -1
orbital gap = 6.1 eV

Entry ii
A cluster of 2 separate species, C2H8NS in total. Source: the Open Molecules 2025 dataset; level of theory: ωB97M-V/def2-TZVPD.

XYZ file:
```
12
Properties=species:S:1:pos:R:3:lowdin_charge:R:1
S -2.07 0.32 -0.51 -0.155
H -2.06 1.39 -1.35 -0.429
C 2.06 -0.20 -0.78 -0.099
C 1.54 -0.66 0.71 -0.404
N 0.50 0.15 1.23 -0.117
H 3.05 0.25 -0.70 0.042
H 1.36 0.59 -0.97 0.032
H 1.93 -0.90 -1.54 0.024
H 2.57 -0.73 1.32 0.102
H 1.13 -1.76 0.63 0.094
H 0.25 -0.04 2.18 0.036
H -0.27 0.10 0.44 -0.128
```

## Properties
LUMO level = 4.3 eV
net charge = -1
orbital gap = 7.1 eV

Which one sits at the top of the stability order? entry i does.

Entry i
A cluster of 2 separate species, C2H8NS in total. Source: the Open Molecules 2025 dataset; level of theory: ωB97M-V/def2-TZVPD.

XYZ file:
```
12
Properties=species:S:1:pos:R:3:lowdin_charge:R:1
N 1.90 3.01 -1.56 -0.029
H 0.96 3.03 -1.16 -0.024
H 2.00 2.04 -1.87 -0.010
H 2.48 3.07 -0.73 -0.012
C -1.50 -1.83 0.38 -0.267
C -0.29 -1.11 0.95 -0.873
S -0.27 0.67 0.61 0.062
H -1.48 -1.97 -0.70 0.043
H -2.41 -1.27 0.62 0.038
H -1.65 -2.84 0.77 0.043
H 0.60 -1.66 0.63 0.027
H -0.35 -1.15 2.04 0.003
```

## Properties
LUMO level = 4.4 eV
net charge = -1
orbital gap = 6.7 eV

Entry ii
A cluster of 2 separate species, C2H8NS in total. Source: the Open Molecules 2025 dataset; level of theory: ωB97M-V/def2-TZVPD.

XYZ file:
```
12
Properties=species:S:1:pos:R:3:lowdin_charge:R:1
N 2.35 0.68 0.68 -0.018
H 2.25 1.08 -0.24 -0.024
H 1.45 0.16 0.74 -0.101
H 2.55 1.38 1.36 -0.026
C -0.21 -0.85 -1.65 -0.247
C -0.79 0.31 -0.82 -0.796
S -0.95 -0.17 0.96 0.088
H -0.16 -0.80 -2.74 0.043
H -0.57 -1.82 -1.31 0.034
H 0.86 -0.81 -1.40 0.034
H -1.84 0.49 -1.05 -0.003
H -0.18 1.20 -0.93 0.016
```

## Properties
LUMO level = 4.4 eV
net charge = -1
orbital gap = 6.8 eV

Which one sits at the top of the stability order? entry i does.

Entry i
A cluster of 2 separate species, O2 in total. Source: the Open Molecules 2025 dataset; level of theory: ωB97M-V/def2-TZVPD.

XYZ file:
```
2
Properties=species:S:1:pos:R:3:mulliken_spin:R:1
O 0.00 0.00 0.92 0.500
O 0.00 0.00 -0.92 0.500
```

## Properties
LUMO level (spin up / spin down) = 5.2 / 4.9 eV
net charge = -1
spin multiplicity = 2
⟨S²⟩ = 0.76
orbital gap (spin up / spin down) = 8.7 / 7.9 eV

Entry ii
A cluster of 2 separate species, O2 in total. Source: the Open Molecules 2025 dataset; level of theory: ωB97M-V/def2-TZVPD.

XYZ file:
```
2
Properties=species:S:1:pos:R:3:mulliken_spin:R:1
O 0.00 0.00 0.90 0.500
O 0.00 0.00 -0.90 0.500
```

## Properties
LUMO level (spin up / spin down) = 5.3 / 5.1 eV
net charge = -1
spin multiplicity = 2
⟨S²⟩ = 0.76
orbital gap (spin up / spin down) = 8.7 / 8.0 eV

Which one sits at the top of the stability order? entry ii does.

Entry i
The molecule C2H5Br2OPS. Source: the Open Molecules 2025 dataset; level of theory: ωB97M-V/def2-TZVPD.

XYZ file:
```
12
Properties=species:S:1:pos:R:3:lowdin_charge:R:1
C 0.65 0.48 0.38 -0.079
C -0.72 0.09 -0.16 -0.270
O -1.73 0.35 0.91 -0.467
P -3.28 0.45 0.77 -0.192
S -4.11 0.94 2.43 0.265
Br -3.63 1.58 -1.12 0.351
Br -4.02 -2.04 -0.36 -0.089
H 1.02 1.30 -0.19 0.054
H 0.52 0.79 1.53 0.144
H 1.38 -0.23 0.26 0.039
H -0.65 -0.99 -0.38 0.106
H -0.97 0.57 -1.27 0.137
```

## Properties
LUMO level = -2.1 eV
net charge = 0
orbital gap = 7.6 eV

Entry ii
A cluster of 2 separate species, C2H5Br2OPS in total. Source: the Open Molecules 2025 dataset; level of theory: ωB97M-V/def2-TZVPD.

XYZ file:
```
12
Properties=species:S:1:pos:R:3:lowdin_charge:R:1
C 1.91 0.05 0.12 -0.060
C 0.56 -0.48 -0.34 -0.303
O -0.40 -0.04 0.62 -0.459
P -1.86 0.54 0.42 -0.018
S -2.48 1.39 2.05 0.271
Br -1.67 1.85 -1.39 0.370
Br -3.62 -2.18 -0.52 -0.245
H 2.69 -0.33 -0.53 0.082
H 1.92 1.13 0.10 0.081
H 2.09 -0.28 1.14 0.082
H 0.54 -1.57 -0.35 0.127
H 0.31 -0.10 -1.33 0.072
```

## Properties
LUMO level (spin up / spin down) = -3.3 / -3.5 eV
net charge = 0
orbital gap (spin up / spin down) = 6.4 / 5.6 eV

Which one sits at the top of the stability order? entry i does.

Entry i
The ion C4H9N2 with charge +1. Source: the Open Molecules 2025 dataset; level of theory: ωB97M-V/def2-TZVPD.

XYZ file:
```
15
Properties=species:S:1:pos:R:3:mulliken_spin:R:1
C -0.79 -1.21 -0.11 0.082
C 0.48 -1.23 0.28 0.067
C -1.53 0.07 -0.37 -0.017
C 1.31 -0.06 0.48 0.738
N 2.03 0.46 -0.46 0.383
N -0.90 1.16 0.36 0.651
H -1.34 -2.12 -0.25 -0.007
H 0.99 -2.16 0.50 0.046
H -1.49 0.30 -1.44 0.014
H -2.58 -0.08 -0.10 0.086
H 1.45 0.32 1.49 0.008
H 1.94 0.11 -1.42 -0.010
H 2.67 1.23 -0.31 -0.019
H -1.13 2.07 -0.01 -0.006
H -1.13 1.13 1.35 -0.014
```

## Properties
LUMO level (spin up / spin down) = -3.3 / -8.7 eV
net charge = +1
spin multiplicity = 3
⟨S²⟩ = 2.01
orbital gap (spin up / spin down) = 6.5 / 5.7 eV

Entry ii
The ion C4H9N2 with charge +1. Source: the Open Molecules 2025 dataset; level of theory: ωB97M-V/def2-TZVPD.

XYZ file:
```
15
Properties=species:S:1:pos:R:3:mulliken_spin:R:1
C -1.86 -0.05 0.78 0.145
C -1.82 0.80 -0.40 0.325
C -0.52 0.39 0.09 0.883
C 1.74 -0.63 0.35 0.038
N -0.90 1.86 0.01 0.567
N 0.65 -0.28 -0.57 0.254
H -2.10 0.48 1.69 0.004
H -2.19 -1.14 0.84 -0.012
H -2.46 0.80 -1.32 0.023
H 1.59 0.18 1.14 -0.035
H 1.51 -1.53 0.85 0.000
H 2.61 -0.86 -0.18 -0.053
H -0.39 2.29 -0.88 0.012
H 0.31 -1.21 -0.91 -0.057
H 0.99 0.54 -1.10 -0.095
```

## Properties
LUMO level (spin up / spin down) = -3.4 / -7.0 eV
net charge = +1
spin multiplicity = 3
⟨S²⟩ = 2.01
orbital gap (spin up / spin down) = 5.0 / 9.6 eV

Which one sits at the top of the stability order? entry i does.

Entry i
The molecule C8H12N2. Source: the Open Molecules 2025 dataset; level of theory: ωB97M-V/def2-TZVPD.

XYZ file:
```
22
Properties=species:S:1:pos:R:3:lowdin_charge:R:1
C -0.74 -0.85 -2.16 -0.101
C -0.41 -1.50 -0.82 -0.220
C 0.22 -0.56 0.22 -0.341
C 1.75 -0.42 0.04 -0.043
C -0.49 0.80 0.36 -0.274
C -0.07 1.77 -0.65 -0.218
N 0.15 2.46 -1.54 0.187
C -0.16 1.42 1.75 -0.135
C -0.82 0.72 2.83 -0.223
N -1.28 0.15 3.72 0.160
H 0.07 -0.20 -2.49 0.068
H -1.61 -0.19 -2.08 0.073
H -0.95 -1.58 -2.94 0.074
H 0.30 -2.30 -1.02 0.108
H -1.29 -1.99 -0.42 0.112
H 0.06 -1.06 1.18 0.125
H 2.26 -0.93 0.86 0.082
H 2.07 -0.92 -0.87 0.081
H 2.09 0.61 0.06 0.073
H -1.58 0.68 0.32 0.156
H 0.92 1.44 1.90 0.127
H -0.49 2.46 1.75 0.129
```

## Properties
LUMO level = 0.6 eV
net charge = 0
orbital gap = 12.2 eV

Entry ii
The molecule C8H12N2. Source: the Open Molecules 2025 dataset; level of theory: ωB97M-V/def2-TZVPD.

XYZ file:
```
22
Properties=species:S:1:pos:R:3:lowdin_charge:R:1
C -1.56 1.85 -0.65 -0.072
C -2.48 0.82 -0.05 -0.314
C -0.24 0.37 0.19 -0.284
C -3.82 0.95 0.28 0.050
C 0.97 -0.30 0.45 -0.238
C 0.88 -1.71 1.02 -0.049
C 2.51 -0.53 -1.28 -0.085
C 2.30 0.13 0.06 -0.237
N -0.34 1.58 -0.40 0.109
N -1.56 -0.15 0.34 0.086
H -1.86 2.81 -1.21 0.143
H -4.60 0.43 0.75 0.020
H -4.14 1.94 -0.02 0.034
H 0.97 -2.41 0.29 0.026
H 1.88 -1.83 1.63 0.121
H 0.04 -1.88 1.73 0.081
H 2.09 -0.04 -2.10 0.055
H 3.62 -0.75 -1.43 0.096
H 2.02 -1.55 -1.30 0.088
H 2.23 1.22 -0.08 0.117
H 2.97 -0.03 0.82 0.082
H -1.88 -0.94 0.95 0.170
```

## Properties
LUMO level = 0.2 eV
net charge = 0
orbital gap = 7.3 eV

Which one sits at the top of the stability order? entry i does.